[1]
# C46H121N15O18

A cluster of 11 separate species, C46H121N15O18 in total in a non-equilibrium geometry (ωB97M-V/def2-TZVPD, the Open Molecules 2025 dataset).

Highest occupied orbital energy in eV: -7.6532
Energy above the lowest of the compared OMol25 structures with the same formula, charge and spin in kJ/mol: 0.0
Max |F| in eV/Å: 1.868
HOMO-LUMO gap in eV: 7.89
E_LUMO in eV: 0.2
E_tot in Eh: -4000.756566
Structure (SMILES): COCCNCCOC.COCCNCCOC.COCCNCCOC.COCCNCCOC.COCCNCCOC.COCCNCCOC.COCCNCCOC.NC(N)=O.NC(N)=O.NC(N)=O.NC(N)=O

CARTESIAN COORDINATES (ANGSTROEM)
C  -3.216  10.490  -4.658
O  -3.174  9.293  -3.913
C  -4.337  8.488  -4.033
C  -3.971  7.105  -3.563
N  -3.665  7.074  -2.144
C  -3.235  5.770  -1.683
C  -2.887  5.787  -0.216
O  -1.728  6.565  0.062
C  -1.343  6.420  1.407
H  -2.756  10.389  -5.647
H  -2.809  11.265  -4.015
H  -4.232  10.794  -4.950
H  -4.585  8.440  -5.099
H  -5.190  8.839  -3.442
H  -3.111  6.700  -4.123
H  -4.791  6.406  -3.765
H  -3.052  7.838  -1.892
H  -2.411  5.338  -2.266
H  -4.126  5.139  -1.763
H  -2.661  4.748  0.050
H  -3.730  6.123  0.393
H  -0.521  7.105  1.602
H  -0.935  5.423  1.632
H  -2.178  6.545  2.097
C  -4.566  -4.964  -0.331
O  -5.552  -3.992  -0.543
C  -5.619  -2.959  0.423
C  -4.316  -2.283  0.761
N  -3.768  -1.578  -0.376
C  -2.349  -1.165  -0.254
C  -2.010  -0.594  -1.629
O  -2.379  -1.515  -2.632
C  -1.633  -1.329  -3.828
H  -4.963  -5.946  -0.586
H  -4.352  -5.078  0.739
H  -3.606  -4.785  -0.824
H  -6.001  -3.453  1.333
H  -6.429  -2.293  0.129
H  -3.590  -2.967  1.220
H  -4.533  -1.569  1.568
H  -3.838  -2.057  -1.267
H  -1.708  -1.997  0.057
H  -2.339  -0.349  0.472
H  -0.945  -0.331  -1.647
H  -2.558  0.358  -1.671
H  -1.636  -0.294  -4.174
H  -2.116  -1.967  -4.569
H  -0.616  -1.715  -3.706
C  6.272  0.499  -5.863
O  5.091  0.829  -5.178
C  4.498  -0.311  -4.599
C  3.260  0.024  -3.816
N  2.355  0.917  -4.617
C  1.082  1.009  -3.897
C  0.100  1.969  -4.538
O  -0.581  1.368  -5.617
C  -0.576  2.145  -6.793
H  7.059  0.161  -5.169
H  6.624  1.407  -6.346
H  6.158  -0.330  -6.571
H  5.216  -0.724  -3.864
H  4.320  -1.111  -5.327
H  3.452  0.653  -2.932
H  2.779  -0.873  -3.427
H  2.828  1.809  -4.520
H  1.274  1.343  -2.862
H  0.634  0.018  -3.798
H  0.658  2.842  -4.900
H  -0.564  2.320  -3.741
H  -0.981  3.150  -6.631
H  -1.151  1.610  -7.544
H  0.456  2.250  -7.149
C  6.053  -1.903  4.697
O  5.744  -2.080  3.340
C  6.771  -1.602  2.478
C  6.406  -1.934  1.038
N  4.961  -1.831  0.767
C  4.373  -0.503  0.844
C  5.067  0.507  -0.023
O  4.470  1.777  0.117
C  5.174  2.773  -0.579
H  5.172  -2.216  5.257
H  6.286  -0.873  4.988
H  6.890  -2.548  4.992
H  7.690  -2.073  2.844
H  6.834  -0.508  2.571
H  6.689  -2.970  0.814
H  7.030  -1.424  0.300
H  4.650  -2.436  1.519
H  4.260  -0.184  1.888
H  3.359  -0.616  0.453
H  5.094  0.210  -1.082
H  6.136  0.611  0.230
H  6.205  2.822  -0.194
H  4.627  3.709  -0.587
H  5.408  2.498  -1.623
C  6.011  -7.547  -6.589
O  6.129  -6.817  -5.403
C  4.904  -6.463  -4.806
C  5.134  -5.965  -3.395
N  3.852  -5.486  -2.894
C  3.896  -5.162  -1.469
C  2.643  -4.447  -1.009
O  2.473  -3.273  -1.749
C  1.485  -2.392  -1.208
H  5.499  -6.961  -7.362
H  5.475  -8.495  -6.443
H  7.006  -7.823  -6.935
H  4.225  -7.324  -4.817
H  4.417  -5.673  -5.398
H  5.837  -5.116  -3.430
H  5.634  -6.735  -2.808
H  3.630  -4.603  -3.341
H  4.734  -4.480  -1.254
H  3.983  -6.075  -0.876
H  2.812  -4.318  0.074
H  1.764  -5.106  -1.032
H  0.630  -2.882  -0.724
H  1.080  -2.006  -2.144
H  1.913  -1.709  -0.478
C  -4.646  2.211  9.750
O  -4.389  0.909  9.278
C  -3.673  0.897  8.045
C  -2.186  0.787  8.315
N  -1.437  0.579  7.096
C  -0.047  0.278  7.292
C  0.713  -0.114  6.037
O  0.425  0.828  5.022
C  1.340  0.801  3.941
H  -5.273  2.758  9.039
H  -3.739  2.761  10.023
H  -5.210  2.113  10.681
H  -3.874  1.798  7.457
H  -4.011  -0.003  7.531
H  -1.980  -0.055  8.982
H  -1.826  1.683  8.855
H  -1.606  1.298  6.402
H  0.117  -0.532  8.008
H  0.455  1.193  7.661
H  0.511  -1.134  5.681
H  1.772  -0.031  6.322
H  2.393  0.651  4.189
H  1.135  1.710  3.377
H  1.068  -0.008  3.254
C  -1.593  -1.574  3.261
O  -1.403  -2.870  2.732
C  -1.838  -3.924  3.564
C  -1.947  -5.162  2.689
N  -0.661  -5.455  2.053
C  -0.796  -5.910  0.669
C  -1.453  -7.246  0.473
O  -2.871  -7.237  0.686
C  -3.336  -8.573  0.868
H  -0.953  -0.883  2.713
H  -1.216  -1.539  4.292
H  -2.638  -1.255  3.272
H  -2.792  -3.702  4.056
H  -1.109  -4.109  4.369
H  -2.735  -4.961  1.958
H  -2.263  -5.996  3.321
H  -0.188  -4.557  2.004
H  0.204  -5.925  0.225
H  -1.272  -5.128  0.051
H  -1.032  -8.022  1.116
H  -1.359  -7.465  -0.599
H  -3.146  -9.114  -0.070
H  -4.411  -8.507  1.011
H  -2.790  -9.042  1.689
C  -2.707  2.767  4.472
O  -2.341  3.119  5.592
N  -3.842  3.246  3.867
N  -2.082  1.791  3.736
H  -4.367  3.963  4.331
H  -4.045  2.961  2.923
H  -2.397  1.573  2.805
H  -1.113  1.597  3.960
C  -5.140  1.793  0.525
O  -4.042  1.897  1.093
N  -5.443  0.769  -0.305
N  -6.129  2.724  0.722
H  -6.350  0.776  -0.732
H  -4.788  -0.028  -0.377
H  -7.071  2.577  0.414
H  -5.954  3.437  1.404
C  0.597  1.655  0.280
O  0.629  0.571  0.871
N  1.703  2.268  -0.229
N  -0.571  2.284  -0.087
H  2.652  1.921  -0.152
H  1.550  3.176  -0.638
H  -0.460  3.086  -0.694
H  -1.406  2.064  0.426
C  0.599  5.283  -2.531
O  0.372  4.173  -2.033
N  0.069  6.426  -2.005
N  1.537  5.500  -3.511
H  -0.601  6.338  -1.236
H  0.341  7.328  -2.348
H  1.563  6.416  -3.915
H  2.096  4.746  -3.861

Mulliken atomic charge list, values in e, 99 entries: atom 1 (C): -0.84, atom 2 (O): -0.29, atom 3 (C): -0.49, atom 4 (C): -0.67, atom 5 (N): -0.33, atom 6 (C): -0.42, atom 7 (C): -0.24, atom 8 (O): -0.48, atom 9 (C): -0.73, atom 10 (H): 0.29, atom 11 (H): 0.25, atom 12 (H): 0.35, atom 13 (H): 0.47, atom 14 (H): 0.29, atom 15 (H): 0.27, atom 16 (H): 0.35, atom 17 (H): 0.30, atom 18 (H): -0.14, atom 19 (H): 0.55, atom 20 (H): 0.07, atom 21 (H): 0.42, atom 22 (H): 0.30, atom 23 (H): 0.20, atom 24 (H): 0.32, atom 25 (C): -0.41, atom 26 (O): -0.45, atom 27 (C): -0.89, atom 28 (C): 1.20, atom 29 (N): -0.41, atom 30 (C): 0.99, atom 31 (C): 0.30, atom 32 (O): -0.53, atom 33 (C): -0.53, atom 34 (H): 0.34, atom 35 (H): 0.11, atom 36 (H): 0.10, atom 37 (H): 0.45, atom 38 (H): 0.32, atom 39 (H): -0.95, atom 40 (H): 0.00, atom 41 (H): 0.40, atom 42 (H): -0.41, atom 43 (H): -0.73, atom 44 (H): -0.06, atom 45 (H): 0.23, atom 46 (H): 0.28, atom 47 (H): 0.36, atom 48 (H): 0.00, atom 49 (C): -0.79, atom 50 (O): -0.30, atom 51 (C): -0.88, atom 52 (C): 0.09, atom 53 (N): -0.42, atom 54 (C): 1.24, atom 55 (C): -0.80, atom 56 (O): -0.35, atom 57 (C): -0.84, atom 58 (H): 0.31, atom 59 (H): 0.25, atom 60 (H): 0.31, atom 61 (H): 0.36, atom 62 (H): 0.47, atom 63 (H): 0.31, atom 64 (H): -0.25, atom 65 (H): 0.36, atom 66 (H): -0.38, atom 67 (H): -0.35, atom 68 (H): 0.65, atom 69 (H): 0.16, atom 70 (H): 0.29, atom 71 (H): 0.24, atom 72 (H): 0.33, atom 73 (C): -0.86, atom 74 (O): -0.30, atom 75 (C): -0.44, atom 76 (C): -1.08, atom 77 (N): -0.22, atom 78 (C): 1.47, atom 79 (C): -0.54, atom 80 (O): -0.61, atom 81 (C): -0.95, atom 82 (H): 0.25, atom 83 (H): 0.32, atom 84 (H): 0.33, atom 85 (H): 0.56, atom 86 (H): 0.27, atom 87 (H): 0.39, atom 88 (H): 0.40, atom 89 (H): 0.36, atom 90 (H): 0.14, atom 91 (H): -1.53, atom 92 (H): 0.29, atom 93 (H): 0.45, atom 94 (H): 0.36, atom 95 (H): 0.35, atom 96 (H): 0.27, atom 97 (C): -0.73, atom 98 (O): -0.30, atom 99 (C): -0.41

***

[2]
# C46H125N3O18

A cluster of 18 separate species, C46H125N3O18 in total in a non-equilibrium geometry (ωB97M-V/def2-TZVPD, the Open Molecules 2025 dataset).

Highest occupied orbital energy in eV: -8.5578
Max |F| in eV/Å: 2.703
HOMO-LUMO gap in eV: 8.90
E_LUMO in eV: 0.3
E_tot in Eh: -3345.830609

CARTESIAN COORDINATES (ANGSTROEM)
C  0.421  0.061  2.962
C  0.684  0.138  1.436
C  1.650  1.368  1.158
C  2.401  1.371  -0.178
C  3.144  0.033  -0.364
C  2.220  -1.238  -0.177
N  1.397  -1.108  1.057
O  0.619  -2.244  1.308
C  1.371  -1.416  -1.455
C  3.150  -2.481  -0.033
C  -0.589  0.388  0.564
H  -0.286  -0.732  3.206
H  0.179  1.019  3.420
H  1.358  -0.136  3.484
H  1.050  2.278  1.180
H  2.403  1.478  1.938
H  3.103  2.198  -0.283
H  1.626  1.552  -0.923
H  3.958  -0.149  0.337
H  3.659  -0.039  -1.322
H  0.632  -2.214  -1.389
H  0.856  -0.498  -1.740
H  2.004  -1.732  -2.284
H  3.886  -2.547  -0.834
H  3.662  -2.421  0.928
H  2.603  -3.424  -0.011
H  -1.083  1.315  0.857
H  -1.251  -0.474  0.640
H  -0.410  0.531  -0.502
H  -0.063  -2.202  0.635
C  -4.066  1.072  2.219
C  -5.581  0.866  2.064
C  -6.099  0.631  3.513
C  -7.602  0.684  3.644
C  -8.062  2.080  3.191
C  -7.598  2.429  1.795
N  -6.170  2.115  1.562
O  -5.769  2.388  0.233
C  -8.500  1.767  0.733
C  -7.790  3.977  1.648
C  -5.867  -0.371  1.237
H  -3.762  1.982  2.738
H  -3.512  1.158  1.284
H  -3.607  0.230  2.737
H  -5.742  -0.343  3.849
H  -5.715  1.415  4.166
H  -7.944  0.517  4.665
H  -8.051  -0.121  3.061
H  -7.496  2.708  3.879
H  -9.142  2.102  3.333
H  -9.560  1.955  0.902
H  -8.203  2.072  -0.271
H  -8.352  0.689  0.798
H  -8.793  4.362  1.833
H  -7.052  4.546  2.214
H  -7.549  4.306  0.637
H  -5.498  -0.259  0.217
H  -6.918  -0.652  1.176
H  -5.272  -1.213  1.589
H  -6.026  1.608  -0.264
C  -3.610  -0.552  -2.236
C  -3.156  -1.394  -3.496
C  -1.755  -0.874  -3.988
C  -0.932  -1.737  -4.945
C  -0.906  -3.174  -4.462
C  -2.309  -3.769  -4.042
N  -2.962  -2.806  -3.118
O  -4.150  -3.336  -2.623
C  -3.212  -4.256  -5.219
C  -1.943  -4.978  -3.186
C  -4.182  -1.191  -4.634
H  -4.652  -0.753  -1.984
H  -3.667  0.501  -2.511
H  -2.972  -0.619  -1.354
H  -1.902  0.076  -4.501
H  -1.156  -0.616  -3.114
H  0.095  -1.416  -5.118
H  -1.398  -1.648  -5.926
H  -0.148  -3.254  -3.683
H  -0.502  -3.816  -5.245
H  -4.158  -4.701  -4.912
H  -3.451  -3.425  -5.881
H  -2.671  -4.956  -5.856
H  -1.593  -4.614  -2.221
H  -2.878  -5.509  -3.006
H  -1.297  -5.678  -3.717
H  -4.460  -0.142  -4.735
H  -5.128  -1.721  -4.526
H  -3.748  -1.461  -5.596
H  -3.901  -3.859  -1.858
C  0.919  2.892  -4.141
C  1.252  1.630  -4.900
O  2.200  1.806  -5.951
H  0.162  2.625  -3.404
H  0.491  3.700  -4.734
H  1.845  3.213  -3.665
H  0.342  1.228  -5.347
H  1.677  0.887  -4.225
H  3.088  1.916  -5.601
C  5.173  0.256  -4.237
C  5.144  1.733  -3.931
O  4.763  2.369  -5.088
H  5.441  -0.252  -3.310
H  5.902  -0.035  -4.993
H  4.155  -0.028  -4.503
H  6.184  1.991  -3.732
H  4.458  1.866  -3.094
H  4.546  3.296  -4.961
C  -0.675  4.878  2.705
C  0.879  4.887  2.557
O  1.307  6.050  3.172
H  -1.139  3.990  2.276
H  -1.100  5.737  2.186
H  -0.937  4.864  3.764
H  1.137  4.954  1.500
H  1.306  3.978  2.981
H  1.015  6.840  2.712
C  2.699  -4.375  4.852
C  2.719  -3.779  3.432
O  2.316  -2.403  3.623
H  1.678  -4.579  5.175
H  3.166  -3.682  5.551
H  3.361  -5.241  4.866
H  2.076  -4.334  2.749
H  3.677  -3.741  2.912
H  1.861  -2.102  2.833
C  4.347  4.206  2.258
O  5.701  3.868  2.036
H  4.431  5.156  2.786
H  3.740  4.292  1.357
H  4.045  3.464  2.998
H  6.328  4.182  2.692
C  -1.282  1.624  6.151
O  -2.607  1.300  5.791
H  -1.148  2.702  6.235
H  -1.070  1.164  7.117
H  -0.568  1.209  5.440
H  -3.226  1.793  6.335
C  -2.633  -3.070  0.735
O  -1.625  -2.633  -0.202
H  -3.624  -2.755  0.408
H  -2.587  -4.154  0.845
H  -2.383  -2.693  1.726
H  -1.883  -2.924  -1.080
C  2.113  -5.164  -2.762
O  2.213  -5.407  -4.199
H  1.234  -5.558  -2.251
H  3.012  -5.583  -2.310
H  2.135  -4.075  -2.713
H  2.623  -6.268  -4.309
C  4.852  0.081  3.214
O  4.438  -0.708  4.325
H  4.987  1.121  3.512
H  5.841  -0.206  2.858
H  4.115  0.010  2.415
H  3.765  -1.297  3.978
C  4.566  -5.916  0.550
O  5.978  -5.777  0.490
H  4.229  -6.796  0.002
H  4.242  -6.036  1.584
H  4.024  -5.128  0.027
H  6.294  -5.133  1.128
C  6.870  -2.510  -1.258
O  6.480  -1.734  -0.170
H  6.364  -2.061  -2.112
H  7.928  -2.461  -1.516
H  6.466  -3.504  -1.063
H  6.763  -0.823  -0.273
C  -0.218  -1.702  6.031
O  1.171  -1.442  5.936
H  -0.324  -2.640  5.486
H  -0.526  -1.861  7.064
H  -0.913  -0.941  5.675
H  1.468  -1.592  5.035
C  2.685  4.988  -1.496
O  2.322  5.780  -2.622
H  2.442  5.543  -0.590
H  2.132  4.051  -1.553
H  3.764  4.874  -1.390
H  1.391  5.981  -2.501
C  -2.623  2.845  -1.390
O  -1.987  4.063  -0.989
H  -3.603  3.023  -1.831
H  -1.993  2.262  -2.062
H  -2.780  2.199  -0.526
H  -2.649  4.404  -0.384
C  6.385  4.064  -1.458
O  5.629  3.204  -0.636
H  6.717  3.555  -2.363
H  5.742  4.870  -1.812
H  7.301  4.449  -1.011
H  5.540  3.487  0.277

Mulliken atomic charge list, values in e, 99 entries: atom 1 (C): -3.14, atom 2 (C): 3.20, atom 3 (C): -1.65, atom 4 (C): 0.47, atom 5 (C): -0.76, atom 6 (C): 2.31, atom 7 (N): 0.98, atom 8 (O): -0.47, atom 9 (C): -1.82, atom 10 (C): -2.42, atom 11 (C): -1.13, atom 12 (H): 0.66, atom 13 (H): -0.15, atom 14 (H): 0.51, atom 15 (H): 0.21, atom 16 (H): 0.69, atom 17 (H): 0.11, atom 18 (H): -0.23, atom 19 (H): 0.12, atom 20 (H): -0.08, atom 21 (H): 0.46, atom 22 (H): -0.57, atom 23 (H): 0.63, atom 24 (H): 0.34, atom 25 (H): 0.19, atom 26 (H): 0.42, atom 27 (H): 0.21, atom 28 (H): 0.08, atom 29 (H): -0.13, atom 30 (H): 0.26, atom 31 (C): -2.13, atom 32 (C): 2.52, atom 33 (C): -1.51, atom 34 (C): -0.68, atom 35 (C): -1.18, atom 36 (C): 1.69, atom 37 (N): 0.07, atom 38 (O): -0.39, atom 39 (C): -1.59, atom 40 (C): -1.99, atom 41 (C): -1.33, atom 42 (H): 0.56, atom 43 (H): -0.19, atom 44 (H): 0.42, atom 45 (H): 0.49, atom 46 (H): 0.32, atom 47 (H): 0.40, atom 48 (H): 0.35, atom 49 (H): 0.31, atom 50 (H): 0.45, atom 51 (H): 0.46, atom 52 (H): 0.35, atom 53 (H): 0.29, atom 54 (H): 0.37, atom 55 (H): 0.43, atom 56 (H): 0.39, atom 57 (H): 0.00, atom 58 (H): 0.31, atom 59 (H): 0.35, atom 60 (H): 0.34, atom 61 (C): -1.57, atom 62 (C): 1.58, atom 63 (C): -0.13, atom 64 (C): -0.95, atom 65 (C): -0.82, atom 66 (C): 1.53, atom 67 (N): 1.03, atom 68 (O): -0.64, atom 69 (C): -1.71, atom 70 (C): -1.77, atom 71 (C): -1.91, atom 72 (H): 0.50, atom 73 (H): 0.41, atom 74 (H): -0.07, atom 75 (H): 0.55, atom 76 (H): -0.92, atom 77 (H): 0.34, atom 78 (H): 0.52, atom 79 (H): -0.27, atom 80 (H): 0.67, atom 81 (H): 0.33, atom 82 (H): 0.32, atom 83 (H): 0.46, atom 84 (H): 0.20, atom 85 (H): 0.50, atom 86 (H): 0.35, atom 87 (H): 0.48, atom 88 (H): 0.36, atom 89 (H): 0.38, atom 90 (H): 0.35, atom 91 (C): -0.20, atom 92 (C): 0.23, atom 93 (O): -0.67, atom 94 (H): -0.26, atom 95 (H): 0.39, atom 96 (H): 0.00, atom 97 (H): 0.22, atom 98 (H): -0.10, atom 99 (H): 0.46